# 1
{"formula": "CuH6Hf2O20S4", "method": "ωB97M-V with the def2-TZVPD basis set", "spin_multiplicity": 1, "lumo_ev": -1.2, "charge": -1, "species": ["Hf", "Hf", "Cu", "S", "O", "O", "O", "O", "S", "O", "O", "O", "O", "S", "O", "O", "O", "O", "S", "O", "O", "O", "O", "O", "H", "O", "H", "O", "H", "H", "O", "H", "H"], "positions_angstrom": [[21.426, -32.100, 30.431], [20.058, -28.169, 29.883], [19.402, -31.416, 27.072], [23.419, -29.063, 30.183], [22.193, -28.162, 30.231], [22.812, -30.473, 30.401], [24.046, -29.050, 28.910], [24.232, -28.758, 31.327], [21.177, -28.587, 26.409], [20.935, -28.281, 27.916], [20.697, -29.961, 26.050], [20.447, -27.592, 25.661], [22.613, -28.543, 26.218], [17.377, -28.791, 27.515], [17.662, -30.025, 26.744], [17.566, -27.616, 26.709], [16.085, -28.849, 28.192], [18.441, -28.752, 28.652], [20.271, -29.935, 33.006], [21.182, -29.567, 34.042], [20.245, -28.871, 31.933], [20.781, -31.159, 32.234], [18.935, -30.235, 33.460], [20.280, -30.365, 29.709], [19.778, -30.604, 28.914], [20.973, -32.704, 28.439], [21.631, -33.219, 27.955], [19.170, -32.777, 30.714], [18.537, -32.344, 30.069], [18.645, -33.079, 31.462], [17.610, -31.569, 28.972], [17.133, -32.174, 28.392], [16.922, -31.099, 29.469]]}

---

# 2
{"formula": "CuH8O4", "method": "ωB97M-V with the def2-TZVPD basis set", "spin_multiplicity": 1, "e_above_lowest_kj_mol": 69.1, "lumo_ev": -3.9, "charge": 1, "species": ["Cu", "O", "H", "H", "O", "H", "H", "O", "H", "H", "O", "H", "H"], "positions_angstrom": [[0.071, 0.254, -0.039], [-0.058, -1.549, 0.653], [-0.453, -1.608, 1.538], [-0.736, -1.945, 0.121], [-1.063, 1.260, 1.124], [-1.857, 0.949, 0.731], [-1.355, 1.467, 2.016], [-0.246, 0.034, -1.884], [-1.199, -0.049, -2.103], [0.274, -0.583, -2.427], [1.868, 0.678, 0.045], [2.439, 1.025, 0.744], [2.316, 0.067, -0.521]]}

---

# 3
{"formula": "CuIZn2", "method": "ωB97M-V with the def2-TZVPD basis set", "s2": 2.0042, "spin_multiplicity": 3, "e_above_lowest_kj_mol": 81.2, "lumo_ev": [-30.8, -33.6], "charge": 6, "species": ["Cu", "Zn", "Zn", "I"], "positions_angstrom": [[0.373, -2.813, -1.078], [-1.648, 1.643, -0.978], [1.453, 1.523, 1.804], [-0.178, -0.352, 0.252]]}

---

# 4
{"formula": "F10KN5O20S10", "method": "ωB97M-V with the def2-TZVPD basis set", "spin_multiplicity": 1, "e_above_lowest_kj_mol": 615.0, "lumo_ev": 5.4, "charge": -4, "species": ["K", "N", "S", "O", "O", "F", "S", "O", "O", "F", "N", "S", "O", "O", "F", "S", "O", "O", "F", "N", "S", "O", "O", "F", "S", "O", "O", "F", "N", "S", "O", "O", "F", "S", "O", "O", "F", "N", "S", "O", "O", "F", "S", "O", "O", "F"], "positions_angstrom": [[-0.323, 0.731, 1.242], [2.725, 6.978, -2.057], [2.326, 6.561, -0.643], [1.381, 5.502, -0.237], [2.505, 7.708, 0.339], [3.633, 5.774, -0.354], [1.125, 7.573, -2.333], [0.829, 8.835, -1.678], [-0.009, 6.664, -2.674], [1.440, 8.290, -3.754], [-6.070, -4.288, 1.632], [-5.372, -3.308, 0.506], [-4.097, -2.632, 0.826], [-6.145, -2.904, -0.657], [-4.736, -4.602, -0.120], [-7.377, -3.567, 1.891], [-8.505, -4.270, 1.289], [-7.450, -2.091, 1.798], [-7.652, -3.857, 3.428], [2.998, -2.051, -0.343], [4.160, -0.819, -0.673], [3.837, 0.167, -1.736], [5.525, -1.338, -0.461], [3.802, 0.061, 0.560], [3.212, -2.906, -1.585], [3.921, -4.154, -1.261], [3.392, -2.291, -2.903], [1.712, -3.608, -1.717], [3.163, -2.522, 6.576], [1.755, -2.958, 7.507], [0.423, -2.957, 6.975], [1.871, -2.772, 8.932], [1.995, -4.522, 7.509], [2.825, -1.074, 6.538], [2.802, -0.298, 7.776], [1.871, -0.741, 5.508], [4.262, -0.680, 5.999], [-2.014, 0.770, -6.193], [-1.859, -0.051, -4.745], [-1.297, 0.640, -3.549], [-1.658, -1.484, -4.909], [-3.474, 0.104, -4.362], [-0.588, 0.480, -6.602], [-0.308, -0.781, -7.315], [0.361, 1.358, -5.943], [-0.917, 1.329, -8.028]]}

---

# 5
{"formula": "F2H2InNO6S2", "method": "ωB97M-V with the def2-TZVPD basis set", "spin_multiplicity": 1, "e_above_lowest_kj_mol": 587.2, "lumo_ev": -7.8, "charge": 0, "species": ["In", "O", "H", "O", "H", "N", "S", "O", "O", "F", "S", "O", "O", "F"], "positions_angstrom": [[19.102, -1.677, 11.376], [20.935, -5.150, 9.382], [21.433, -4.678, 8.687], [16.922, -5.526, 12.607], [16.641, -5.784, 13.506], [21.917, 2.155, 10.166], [23.476, 2.370, 9.550], [24.617, 2.266, 10.446], [23.740, 3.232, 8.384], [23.529, 0.866, 8.896], [21.609, 3.640, 10.246], [20.910, 4.145, 9.069], [22.632, 4.542, 10.877], [20.524, 3.528, 11.397]]}

---

# 6
{"formula": "F2H2S2Si", "method": "ωB97M-V with the def2-TZVPD basis set", "s2": 2.0041, "spin_multiplicity": 3, "e_above_lowest_kj_mol": 0.0, "lumo_ev": [0.2, -3.9], "charge": 0, "species": ["F", "F", "Si", "S", "S", "H", "H"], "positions_angstrom": [[1.558, 0.699, 0.922], [-1.254, -1.503, 1.969], [-0.871, -0.895, 0.514], [0.429, -1.876, -0.589], [-2.333, 0.498, -0.103], [2.207, 0.389, 0.326], [-2.096, 0.394, -1.511]]}

---

# 7
{"formula": "F2H4HfO2Pb", "method": "ωB97M-V with the def2-TZVPD basis set", "spin_multiplicity": 1, "e_above_lowest_kj_mol": 0.0, "lumo_ev": -21.6, "charge": 4, "species": ["Pb", "Hf", "F", "F", "O", "H", "H", "O", "H", "H"], "positions_angstrom": [[1.393, 1.073, -2.632], [0.596, -2.312, 0.644], [-0.888, -2.491, -1.307], [0.715, -0.163, -0.354], [-0.943, 1.823, -1.677], [-1.725, 1.329, -1.924], [-0.866, 1.693, -0.732], [0.550, -0.607, 2.399], [0.834, 0.295, 2.251], [0.334, -0.641, 3.331]]}

---

# 8
{"formula": "F2HP", "method": "ωB97M-V with the def2-TZVPD basis set", "spin_multiplicity": 1, "e_above_lowest_kj_mol": 365.1, "smiles": "FPF", "lumo_ev": -1.3, "charge": 0, "species": ["F", "F", "P", "H"], "positions_angstrom": [[0.229, -1.590, 0.330], [-1.157, 0.647, -0.905], [0.054, -0.003, -0.009], [0.874, 0.947, 0.585]]}

---

# 9
{"formula": "F2Hf", "method": "ωB97M-V with the def2-TZVPD basis set", "spin_multiplicity": 1, "lumo_ev": -16.2, "charge": 2, "species": ["Hf", "F", "F"], "positions_angstrom": [[-1.124, -0.010, -0.387], [0.838, -0.021, -1.208], [0.287, 0.030, 1.594]]}

---

# 10
{"formula": "F2KNO4S2", "method": "ωB97M-V with the def2-TZVPD basis set", "spin_multiplicity": 1, "e_above_lowest_kj_mol": 234.2, "lumo_ev": -1.1, "charge": 0, "species": ["K", "N", "S", "O", "O", "F", "S", "O", "O", "F"], "positions_angstrom": [[-23.624, -15.701, -3.248], [-20.286, -16.677, -5.877], [-19.883, -17.281, -4.509], [-20.748, -18.327, -3.927], [-19.241, -16.346, -3.519], [-18.654, -18.089, -5.010], [-20.966, -15.271, -5.272], [-20.138, -14.078, -5.422], [-21.999, -15.403, -4.280], [-21.805, -15.103, -6.678]]}